{"formula": "C3H4BrNS", "method": "ωB97M-V/def2-TZVPD", "relative_energy_ev": 5.752, "species": ["C", "C", "C", "N", "S", "Br", "H", "H", "H", "H"], "xyz": [[-0.583, 0.157, -0.535], [0.069, 0.824, -1.365], [0.098, -0.676, 0.532], [2.448, -0.878, -0.737], [1.283, -1.801, -0.237], [3.486, 0.416, 0.227], [-1.747, 0.262, -0.361], [1.094, 0.738, -1.864], [0.860, 0.079, 1.095], [-0.699, -1.039, 1.209]], "nbo_charge": [-0.377, -0.042, -0.659, -0.777, 0.728, 0.158, 0.241, 0.217, 0.257, 0.255]}


{"formula": "C3H4BrO2S", "method": "ωB97M-V/def2-TZVPD", "relative_energy_ev": 0.600, "total_charge": -1, "species": ["C", "C", "C", "O", "O", "S", "Br", "H", "H", "H", "H"], "xyz": [[2.216, -2.595, -0.680], [-1.516, 1.647, 0.345], [-0.675, 0.491, -0.201], [3.218, -2.046, -0.726], [1.158, -3.065, -0.605], [0.338, -0.096, 1.258], [0.589, 1.348, -1.730], [-2.172, 1.974, -0.527], [-0.886, 2.493, 0.614], [-2.343, 1.209, 1.015], [0.074, -1.361, 1.237]], "nbo_charge": [1.030, -0.730, -0.428, -0.511, -0.522, -0.189, -0.328, 0.194, 0.177, 0.214, 0.093]}


{"formula": "C3H4CeO2", "method": "ωB97M-V/def2-TZVPD", "s_squared": 0.7515, "relative_energy_ev": 3.015, "spin_multiplicity": 2, "total_charge": 1, "species": ["O", "C", "C", "O", "C", "Ce", "H", "H", "H", "H"], "xyz": [[-0.754, 1.241, -0.486], [0.394, 1.157, -1.215], [1.326, 0.044, -1.299], [1.173, -1.118, -0.717], [0.517, -1.395, 0.592], [-1.282, 0.020, 1.099], [1.023, 2.071, -1.258], [0.466, 0.718, -2.431], [1.345, -1.365, 1.322], [0.247, -2.460, 0.509]], "lowdin_spin": [-0.010, -0.001, -0.001, -0.001, -0.007, 1.022, 0.000, 0.000, -0.001, -0.001]}


{"formula": "C3H4CeO3", "method": "ωB97M-V/def2-TZVPD", "s_squared": 2.0101, "energy_ev": -22222.533, "spin_multiplicity": 3, "total_charge": 2, "species": ["C", "C", "O", "C", "O", "Ce", "H", "H", "H", "O", "H"], "xyz": [[1.299, 0.810, 0.973], [0.837, 1.254, -0.266], [-0.284, 0.540, -0.720], [-0.759, 0.578, -1.953], [-1.595, -0.469, -1.913], [-1.208, -1.678, -0.025], [2.363, 0.959, 1.171], [0.666, 1.105, 1.826], [-2.142, -0.571, -2.704], [0.429, -1.255, 1.327], [0.394, -1.273, 2.284]], "lowdin_spin": [0.233, 0.531, 0.090, 0.033, 0.010, 1.048, 0.021, 0.020, 0.000, 0.013, 0.001]}


{"formula": "C3H4Cl2", "method": "ωB97M-V/def2-TZVPD", "smiles": "Cl[C@@H]1C[C@H]1Cl", "relative_energy_ev": 1.409, "species": ["Cl", "C", "C", "C", "Cl", "H", "H", "H", "H"], "xyz": [[2.180, -0.408, 0.076], [0.614, 0.010, -0.456], [0.134, 1.416, -0.123], [-0.702, 0.206, 0.502], [-2.205, -0.385, -0.048], [0.266, -0.571, -1.305], [0.627, 1.744, 0.640], [-0.150, 2.085, -0.885], [-0.594, 0.424, 1.534]], "nbo_charge": [0.007, -0.257, -0.391, -0.268, 0.022, 0.237, 0.204, 0.223, 0.222]}


{"formula": "C3H4Cl2FNO2", "method": "ωB97M-V/def2-TZVPD", "relative_energy_ev": 0.276, "species": ["C", "C", "C", "N", "O", "O", "F", "Cl", "Cl", "H", "H", "H", "H"], "xyz": [[-0.144, -0.297, -0.283], [0.434, 0.542, 0.933], [-0.392, 0.096, 2.611], [1.918, 0.295, 1.091], [2.598, 1.184, 1.519], [2.315, -0.828, 0.871], [-0.005, 1.081, 3.367], [-2.064, 0.188, 2.195], [0.169, -1.575, 3.103], [-1.163, -0.131, -0.422], [0.321, 0.124, -1.211], [0.086, -1.370, -0.149], [0.130, 1.555, 0.902]], "nbo_charge": [-0.646, -0.100, 0.311, 0.511, -0.359, -0.374, -0.301, 0.036, 0.000, 0.226, 0.229, 0.247, 0.220]}